# C45H48IN7O7P2STi

A molecular structure, C45H48IN7O7P2STi (wB97M-V/def2-TZVPD, the Open Molecules 2025 dataset).

## Properties
orbital gap (alpha / beta): 0.2172 / 0.2172 Ha
largest force on an atom: 1.190 eV Å⁻¹
lowest unoccupied orbital energy (alpha / beta): -0.53 / -0.53 eV
DFT total energy: -4881.4581 a.u.
net charge: 0

Last column: Löwdin charge in e.
CARTESIAN COORDINATES (ANGSTROEM)
Ti (0.034, 0.835, 0.435)  0.9040
I (2.460, 0.873, -1.862)  1.2769
C (3.589, -0.880, -1.861)  -0.5886
C (3.774, -1.466, -3.078)  -0.1629
C (4.697, -2.522, -3.231)  -0.0765
C (5.464, -2.894, -2.172)  -0.0364
C (5.292, -2.294, -0.899)  -0.1589
C (6.162, -2.636, 0.161)  -0.0276
C (6.034, -2.045, 1.379)  -0.0508
C (4.947, -1.186, 1.620)  -0.0799
C (4.035, -0.857, 0.647)  -0.3008
P (2.439, -0.130, 1.321)  1.0412
C (2.180, -1.458, 2.561)  -0.3554
C (1.863, -2.700, 2.006)  -0.1164
C (1.635, -3.802, 2.814)  -0.0879
C (1.720, -3.675, 4.197)  -0.0853
C (2.042, -2.447, 4.752)  -0.0653
C (2.273, -1.343, 3.939)  -0.0727
C (3.130, 1.384, 2.112)  -0.3271
C (2.669, 1.933, 3.309)  -0.0836
C (3.220, 3.103, 3.811)  -0.0646
C (4.222, 3.761, 3.117)  -0.0769
C (4.671, 3.242, 1.912)  -0.0691
C (4.136, 2.062, 1.419)  -0.1043
C (4.265, -1.324, -0.687)  -0.2005
H (3.241, -1.089, -3.942)  0.0846
H (4.828, -2.984, -4.201)  0.1067
H (6.237, -3.646, -2.288)  0.1145
H (6.943, -3.364, -0.027)  0.1156
H (6.726, -2.272, 2.180)  0.1098
H (4.798, -0.809, 2.625)  0.1147
H (1.803, -2.804, 0.927)  0.1046
H (1.398, -4.761, 2.367)  0.1034
H (1.542, -4.532, 4.835)  0.1019
H (2.112, -2.339, 5.827)  0.1082
H (2.531, -0.400, 4.397)  0.0976
H (1.863, 1.469, 3.852)  0.0870
H (2.853, 3.503, 4.748)  0.1087
H (4.647, 4.676, 3.511)  0.1045
H (5.443, 3.753, 1.349)  0.1063
H (4.508, 1.670, 0.482)  0.0789
O (-0.615, 0.157, -1.203)  -0.4471
P (-1.587, -0.076, -2.356)  0.6103
N (-1.793, -1.703, -2.385)  -0.1754
C (-2.937, -2.391, -3.016)  -0.1773
C (-2.476, -3.852, -3.121)  -0.1605
C (-1.381, -3.975, -2.057)  -0.1654
C (-0.675, -2.631, -2.163)  -0.1947
N (-0.896, 0.394, -3.756)  -0.1728
C (-0.409, 1.753, -4.046)  -0.2016
C (0.538, 1.490, -5.207)  -0.1732
C (-0.212, 0.434, -6.035)  -0.1470
C (-1.098, -0.329, -5.022)  -0.1724
N (-3.110, 0.476, -2.260)  -0.1607
C (-3.811, 0.459, -0.946)  -0.1700
C (-4.718, 1.687, -0.994)  -0.1556
C (-4.980, 1.862, -2.491)  -0.1564
C (-3.601, 1.609, -3.088)  -0.1802
H (-3.185, -1.973, -3.992)  0.0997
H (-3.822, -2.294, -2.385)  0.1049
H (-2.049, -4.042, -4.108)  0.1097
H (-3.300, -4.547, -2.970)  0.1088
H (-0.711, -4.816, -2.227)  0.1119
H (-1.828, -4.075, -1.064)  0.1079
H (0.026, -2.635, -3.009)  0.1160
H (-0.123, -2.355, -1.267)  0.0855
H (0.039, 2.201, -3.161)  0.0766
H (-1.229, 2.404, -4.365)  0.1171
H (1.474, 1.082, -4.825)  0.0602
H (0.759, 2.392, -5.778)  0.1145
H (0.466, -0.238, -6.558)  0.1043
H (-0.839, 0.919, -6.784)  0.1067
H (-0.800, -1.371, -4.909)  0.1029
H (-2.144, -0.310, -5.342)  0.1033
H (-3.109, 0.513, -0.118)  0.0803
H (-4.393, -0.465, -0.859)  0.1067
H (-4.171, 2.550, -0.612)  0.0872
H (-5.626, 1.548, -0.409)  0.1136
H (-5.363, 2.848, -2.751)  0.1155
H (-5.687, 1.104, -2.841)  0.1125
H (-2.979, 2.489, -2.953)  0.0903
H (-3.630, 1.326, -4.141)  0.1110
S (-2.604, 4.877, 0.715)  1.0022
C (-0.954, 2.743, 2.026)  -0.3785
N (-1.410, 2.027, 0.886)  0.0390
C (-3.543, -2.755, 2.545)  -0.0733
C (-2.030, -2.695, 2.798)  -0.1841
C (-1.350, -1.919, 1.764)  -0.1195
N (-0.820, -1.309, 0.951)  0.1887
H (-4.029, -3.290, 3.359)  0.0786
H (-3.765, -3.266, 1.609)  0.0737
H (-3.960, -1.749, 2.497)  0.0829
H (-1.582, -3.689, 2.824)  0.1184
H (-1.800, -2.202, 3.743)  0.1114
O (-0.800, -0.058, 4.228)  0.0947
C (-0.611, 0.792, 3.387)  -0.4962
O (0.228, 0.600, 2.345)  -0.3240
C (-1.255, 2.115, 3.274)  -0.1031
C (-0.548, 3.982, 1.803)  -0.1170
C (-0.938, 4.368, 0.435)  -0.4285
C (-3.235, 4.483, 2.289)  -0.3159
C (-3.081, 3.777, 3.464)  -0.1393
C (-2.267, 2.668, 3.955)  0.0714
N (-4.105, 4.188, 4.487)  -0.3714
O (-4.729, 5.220, 4.323)  0.0384
O (-4.189, 3.523, 5.506)  0.0392
N (-0.959, 2.978, -0.219)  -0.4525
O (0.449, 2.482, -0.300)  -0.3275
O (-1.578, 2.838, -1.323)  -0.1402
H (-0.285, 4.684, 2.580)  0.1300
H (-4.107, 5.129, 2.363)  0.0557
H (-2.586, 2.240, 4.897)  0.1221



# C45H48LuN4O7S3Se2

A molecular structure, C45H48LuN4O7S3Se2 (wB97M-V/def2-TZVPD, the Open Molecules 2025 dataset).

## Properties
orbital gap: 0.2432 Ha
largest force on an atom: 4.288 eV Å⁻¹
lowest unoccupied orbital energy: 1.65 eV
DFT total energy: -9722.4554 a.u.
relative energy (zero: lowest compared OMol25 entry of this formula, charge and spin): 1.5844 eV
net charge: -1

Last column: Löwdin charge in e.
CARTESIAN COORDINATES (ANGSTROEM)
Lu (-16.325, -7.898, -2.146)  1.1593
N (-18.022, -7.398, -0.370)  -0.0718
C (-19.078, -8.440, -0.206)  -0.1631
C (-18.583, -9.782, -0.694)  -0.5881
O (-19.271, -10.787, -0.328)  -0.0498
N (-17.414, -9.791, -1.316)  -0.1051
C (-16.873, -11.055, -1.719)  -0.1522
C (-15.549, -10.842, -2.509)  -0.6614
O (-14.969, -11.789, -2.995)  0.0409
O (-15.173, -9.597, -2.516)  -0.2512
H (-17.373, -7.369, 0.456)  0.0630
H (-18.494, -6.514, -0.615)  -0.0163
H (-19.980, -8.143, -0.655)  0.0545
H (-19.289, -8.717, 0.878)  0.1458
H (-17.590, -11.699, -2.289)  0.0931
H (-16.569, -11.706, -0.870)  0.1373
C (-17.841, -15.410, -4.569)  -0.0511
C (-19.069, -14.562, -4.396)  -0.2627
C (-19.068, -13.647, -3.360)  -0.0354
C (-20.065, -12.695, -3.197)  -0.0376
C (-21.148, -12.723, -4.076)  -0.3363
C (-21.293, -13.805, -4.918)  -0.1059
C (-20.244, -14.687, -5.135)  -0.0378
S (-22.514, -11.486, -4.291)  0.9854
O (-23.757, -12.261, -4.020)  -0.5070
C (-22.311, -10.457, -2.849)  -0.3063
C (-22.748, -11.066, -1.589)  -0.0409
C (-22.909, -10.240, -0.561)  -0.0183
C (-22.422, -8.873, -0.563)  -0.1301
C (-22.362, -8.098, 0.660)  -0.0054
C (-22.078, -6.767, 0.578)  -0.0867
C (-21.800, -6.169, -0.615)  -0.1517
C (-21.813, -6.846, -1.759)  -0.0146
C (-22.181, -8.244, -1.791)  -0.0900
C (-22.048, -9.126, -2.947)  -0.1569
C (-21.789, -8.433, -4.249)  -0.1941
C (-22.830, -7.846, -4.963)  -0.0971
C (-24.221, -8.285, -4.847)  0.0153
C (-25.203, -7.610, -5.559)  -0.0582
C (-24.862, -6.543, -6.466)  -0.0811
C (-23.569, -6.372, -6.765)  -0.0620
C (-22.516, -6.902, -5.987)  -0.1469
C (-21.189, -6.529, -6.261)  -0.0096
C (-20.187, -7.104, -5.555)  -0.0166
C (-20.496, -8.152, -4.629)  -0.2943
S (-19.159, -8.959, -3.756)  1.0989
O (-18.053, -7.922, -3.622)  -0.6827
C (-18.661, -10.082, -5.106)  -0.3289
C (-17.355, -10.485, -5.032)  -0.0750
C (-16.905, -11.421, -5.916)  -0.0161
C (-17.788, -12.030, -6.837)  -0.2128
C (-17.224, -13.234, -7.741)  -0.0201
C (-19.132, -11.679, -6.900)  -0.0133
C (-19.585, -10.690, -5.941)  -0.0573
H (-17.972, -16.316, -5.155)  0.0701
H (-17.298, -15.680, -3.623)  0.0987
H (-16.995, -14.947, -5.091)  0.0640
H (-18.200, -13.670, -2.727)  0.1109
H (-19.846, -11.938, -2.438)  0.0964
H (-22.220, -13.924, -5.481)  0.1103
H (-20.334, -15.473, -5.856)  0.1036
H (-22.960, -12.152, -1.545)  0.1320
H (-23.245, -10.652, 0.365)  0.1095
H (-22.395, -8.566, 1.598)  0.1000
H (-21.926, -6.339, 1.514)  0.0941
H (-21.599, -5.075, -0.566)  0.0630
H (-21.671, -6.357, -2.750)  0.1380
H (-24.394, -9.272, -4.382)  0.1136
H (-26.236, -7.986, -5.535)  0.1043
H (-25.577, -6.006, -7.067)  0.0995
H (-23.330, -5.699, -7.586)  0.1158
H (-20.976, -5.832, -7.047)  0.1160
H (-19.196, -6.835, -5.751)  0.1031
H (-16.657, -9.995, -4.272)  0.1145
H (-15.901, -11.732, -5.808)  0.1090
H (-18.107, -13.556, -8.277)  0.0549
H (-16.985, -14.048, -7.115)  0.0213
H (-16.299, -12.901, -8.347)  0.1064
H (-19.830, -12.190, -7.496)  0.0927
H (-20.594, -10.290, -6.040)  0.0908
O (-10.709, -4.872, -1.658)  -0.0578
C (-11.625, -5.057, -2.748)  -0.2229
C (-13.060, -5.383, -2.446)  -0.5751
C (-13.612, -4.276, -1.591)  -0.3030
O (-13.034, -4.233, -0.273)  -0.1578
C (-13.237, -6.673, -1.595)  -0.4852
Se (-14.697, -6.799, -0.258)  0.5315
C (-13.788, -5.455, -3.826)  -0.5055
Se (-15.761, -5.943, -3.968)  0.4400
H (-11.196, -4.599, -0.889)  0.0432
H (-11.211, -5.817, -3.420)  0.1295
H (-11.663, -4.097, -3.296)  0.1233
H (-14.692, -4.477, -1.505)  0.0373
H (-13.413, -3.276, -1.999)  0.1380
H (-13.498, -4.904, 0.271)  -0.0219
H (-12.310, -6.840, -1.031)  0.0644
H (-13.484, -7.510, -2.326)  0.0558
H (-13.288, -6.204, -4.447)  0.0472
H (-13.697, -4.545, -4.453)  0.0521
C (-15.621, -2.574, 0.263)  -0.0634
N (-16.889, -3.245, 0.081)  -0.0545
C (-17.620, -3.468, -1.018)  -0.8575
N (-17.018, -3.093, -2.244)  0.0738
S (-19.168, -4.178, -0.913)  0.5900
H (-15.833, -1.739, 0.921)  0.0842
H (-15.223, -2.205, -0.712)  0.0894
H (-14.784, -3.160, 0.647)  0.0688
H (-17.419, -3.447, 0.923)  0.1133
H (-16.054, -3.217, -2.363)  0.0102
H (-17.578, -3.459, -3.071)  0.0864